C66H55Cl2CsN8O3P2S2 as an isolated structure. Source: the OMol25 dataset; level of theory: ωB97M-V/def2-TZVPD.

The geometry in ORCA input format:
```
! RIJCOSX wB97M-V def2-TZVPD def2/J DEFGRID3
* xyz -2 1
Cs 0.9619 0.9327 -0.9400
Cl -1.4368 1.5984 -8.3825
C -1.2785 2.1068 -6.7165
C -0.9291 1.1724 -5.7612
C -0.7618 1.4985 -4.4130
N -0.4466 0.4744 -3.5107
C 0.4727 -0.4106 -3.8472
O 1.4034 -0.3649 -4.6785
C 0.3100 -1.7435 -3.1211
C 0.1266 -2.8827 -3.9087
C -0.0978 -4.0963 -3.2928
C -0.1001 -4.1573 -1.9037
C 0.1263 -2.9882 -1.2028
N 0.3243 -1.8067 -1.7891
C -1.0556 2.8294 -4.0141
C -1.3754 3.7708 -5.0008
C -1.4804 3.4205 -6.3332
Cl -1.8887 4.6550 -7.5010
N -1.0257 3.2470 -2.6881
C -1.3149 4.5201 -2.1627
O -1.1266 5.6255 -2.6830
C -2.8645 2.5486 -1.2869
C -3.8238 2.7879 -2.3644
C -5.1262 2.4340 -2.2299
C -5.6025 1.8380 -1.0362
C -4.6520 1.6665 -0.0501
N -3.3613 1.9613 -0.1206
H -0.7347 0.1557 -6.0731
H 0.1538 -2.7799 -4.9850
H -0.2722 -4.9879 -3.8849
H -0.2758 -5.0835 -1.3712
H 0.1328 -2.9914 -0.1184
H -1.5482 4.7925 -4.6935
H -3.4858 3.2744 -3.2697
H -5.8058 2.6136 -3.0592
H -6.6288 1.5271 -0.8995
H -4.9646 1.2130 0.8964
C 2.5459 -0.2758 7.6616
S 0.9833 -1.1749 7.6788
C 0.9783 -1.9309 6.0359
C 0.8999 -0.9754 4.8422
C 2.2860 -0.6513 4.2887
N 2.2779 -0.0079 2.9637
P 3.3898 -0.4666 1.7383
C 4.9625 -0.7429 2.6664
C 5.3443 -1.9485 3.2512
C 6.5465 -2.0552 3.9385
C 7.3870 -0.9557 4.0419
C 7.0278 0.2471 3.4500
C 5.8281 0.3467 2.7598
C 2.9958 -2.1922 1.2523
C 2.3705 -3.1851 2.0064
C 2.2132 -4.4672 1.5004
C 2.6883 -4.7796 0.2340
C 3.2920 -3.7995 -0.5368
C 3.4331 -2.5143 -0.0328
P 1.6909 1.5933 2.6201
C 2.7157 2.7486 3.6076
C 2.4448 4.1053 3.3993
C 3.2224 5.0845 3.9915
C 4.2942 4.7305 4.8040
C 4.5810 3.3902 5.0097
C 3.7979 2.4076 4.4122
C 0.0638 1.7625 3.4122
C -1.0165 1.3291 2.6469
C -2.3162 1.4562 3.1126
C -2.5399 2.0378 4.3512
C -1.4715 2.4991 5.1147
C -0.1738 2.3686 4.6460
H 2.7685 -0.0047 8.6928
H 2.4908 0.6377 7.0699
H 3.3542 -0.9064 7.2890
H 0.1022 -2.5812 6.0563
H 1.8532 -2.5850 5.9552
H 0.3692 -0.0741 5.1381
H 0.3073 -1.4259 4.0448
H 2.8317 -1.5915 4.1957
H 2.8584 -0.0620 5.0071
H 4.7042 -2.8181 3.1617
H 6.8276 -3.0001 4.3870
H 8.3269 -1.0396 4.5739
H 7.6827 1.1070 3.5154
H 5.5550 1.2855 2.2913
H 1.9781 -2.9645 2.9900
H 1.7037 -5.2181 2.0921
H 2.5505 -5.7762 -0.1662
H 3.6131 -4.0165 -1.5473
H 3.8696 -1.7426 -0.6576
H 1.6183 4.3962 2.7576
H 2.9971 6.1287 3.8122
H 4.9027 5.4980 5.2656
H 5.4202 3.0990 5.6303
H 4.0654 1.3718 4.5597
H -0.8595 0.8790 1.6741
H -3.1260 1.1460 2.4651
H -3.5532 2.1651 4.7130
H -1.6508 2.9722 6.0727
H 0.6540 2.7389 5.2408
N -4.0189 -3.4076 0.3361
C -3.7907 -2.5065 -0.7335
C -4.6088 -2.6599 -1.8517
C -4.4675 -1.7510 -2.8844
C -3.5277 -0.7429 -2.7692
C -2.7674 -0.6842 -1.6113
N -2.8878 -1.5528 -0.5999
C -3.2468 -3.7859 1.4015
C -3.8466 -4.6177 2.3776
C -3.1006 -5.0314 3.4509
C -1.7698 -4.6244 3.5574
C -1.2805 -3.8228 2.5453
N -1.9763 -3.4117 1.4885
H -4.8944 -3.8956 0.2667
H -5.3330 -3.4654 -1.9030
H -5.0910 -1.8305 -3.7671
H -3.3784 0.0074 -3.5325
H -2.0574 0.1290 -1.5145
H -4.8866 -4.9048 2.2782
H -3.5492 -5.6621 4.2095
H -1.1433 -4.9203 4.3877
H -0.2516 -3.4854 2.5705
C 0.1336 6.2239 4.5782
C -0.8767 7.2576 5.0138
O -0.7667 7.8877 6.0434
S -2.2772 7.5558 3.9625
C -2.0352 6.4764 2.5916
C -1.3777 6.9112 1.4401
C -1.2513 6.0869 0.3424
C -1.7901 4.7755 0.3236
C -2.4134 4.3412 1.5181
C -2.5471 5.1755 2.6082
C -1.7629 4.0211 -0.8954
C -1.4147 2.5172 -1.4117
H -0.3505 5.2813 4.3208
H 0.8563 6.0873 5.3802
H 0.6336 6.5644 3.6681
H -0.9711 7.9170 1.4069
H -0.7804 6.4597 -0.5571
H -2.8178 3.3416 1.5368
H -3.0642 4.8207 3.4945
*
```

Calculated values
Relative energy (zero: lowest compared OMol25 entry of this formula, charge and spin), kJ/mol: 0.0
Kohn-Sham gap, eV: 3.398

Atomic partial charges in e from the Löwdin method, atoms 1 to 4: number 1, Cs, carries 0.920; number 2, Cl, carries 0.588; number 3, C, carries -0.694; number 4, C, carries -0.060